--- one ---
A single C4H12N2S molecule. Source: the OMol25 dataset; level of theory: wB97M-V/def2-TZVPD.

Cartesian coordinates (Å):
C -0.88 -0.49 -0.23
N 0.23 0.44 -0.54
C 1.48 0.28 0.18
C 1.98 -1.18 0.09
S 3.79 -1.30 0.33
C -2.04 0.31 0.39
N -2.55 1.30 -0.52
H -0.64 -1.24 0.52
H -1.21 -0.94 -1.17
H -0.23 1.34 -0.46
H 2.16 1.00 -0.25
H 1.37 0.47 1.25
H 1.87 -1.47 -0.96
H 1.28 -1.70 0.72
H 4.00 -0.01 0.05
H -1.64 0.63 1.34
H -2.82 -0.42 0.64
H -3.10 0.93 -1.27
H -3.05 2.06 -0.09

Properties
- HOMO level (eV) = -8.48
- frontier orbital gap (Ha) = 0.347
- SMILES = NCCNCCS
- 2S+1 = 1

Löwdin atomic charge list, values in e, 4 entries:
1. C -0.224
2. N -0.083
3. C -0.324
4. C -0.558

--- two ---
A single C4H12N2S molecule. Source: the OMol25 dataset; level of theory: wB97M-V/def2-TZVPD.

Cartesian coordinates (Å):
C -0.26 0.15 1.26
N 0.28 0.30 -0.08
C 0.83 -0.98 -0.58
C 1.13 -0.84 -2.05
S 1.85 -2.43 -2.67
C -0.85 1.48 1.72
N -2.26 1.58 1.28
H 0.54 -0.24 1.93
H -1.05 -0.60 1.31
H 1.07 0.93 -0.17
H 1.63 -1.38 0.07
H 0.12 -1.78 -0.27
H 1.99 -0.17 -2.15
H 0.25 -0.62 -2.63
H 0.67 -3.08 -2.77
H -0.28 2.34 1.36
H -0.87 1.57 2.84
H -2.56 2.55 1.26
H -2.22 1.21 0.33

Properties
- HOMO level (eV) = -9.06
- frontier orbital gap (Ha) = 0.368
- SMILES = NCCNCCS
- 2S+1 = 1

Löwdin atomic charge list, values in e, 4 entries:
1. C -0.260
2. N -0.089
3. C -0.355
4. C -0.530

--- three ---
A single C4H12N2S molecule. Source: the OMol25 dataset; level of theory: wB97M-V/def2-TZVPD.

Cartesian coordinates (Å):
C -1.85 1.52 0.38
N -0.52 1.23 0.90
C 0.26 0.02 0.44
C -0.58 -1.17 0.01
S -0.61 -2.52 1.27
C 1.23 0.47 -0.63
N 2.03 -0.66 -1.14
H -1.80 2.02 -0.59
H -2.41 0.59 0.31
H -2.38 2.07 1.16
H 0.08 2.03 0.87
H 0.74 -0.24 1.38
H -1.59 -0.90 -0.24
H -0.12 -1.67 -0.83
H -0.26 -3.46 0.40
H 1.85 1.29 -0.31
H 0.59 0.82 -1.44
H 2.87 -0.31 -1.60
H 2.46 -1.13 -0.34

Properties
- HOMO level (eV) = -8.49
- frontier orbital gap (Ha) = 0.348
- SMILES = CN[C@H](CN)CS
- 2S+1 = 1

Löwdin atomic charge list, values in e, 4 entries:
1. C -0.130
2. N -0.096
3. C -0.427
4. C -0.500

--- four ---
A single C4H12N2S molecule. Source: the OMol25 dataset; level of theory: wB97M-V/def2-TZVPD.

Cartesian coordinates (Å):
C -0.92 0.90 -0.39
N -0.40 0.32 0.87
C 0.83 -0.50 1.02
C 1.97 0.36 1.58
S 2.88 1.44 0.29
C -1.25 -0.16 -1.41
N -2.17 -1.30 -0.86
H -0.03 1.50 -0.78
H -1.73 1.49 -0.12
H 2.89 0.98 -0.97
H 0.58 -1.30 1.75
H 1.10 -0.87 -0.02
H 2.73 -0.25 1.97
H 1.90 1.09 2.42
H -1.79 0.45 -2.22
H -0.33 -0.65 -1.76
H -1.92 -2.09 -1.33
H -1.21 -0.18 1.21
H -3.12 -1.23 -1.25

Properties
- HOMO level (eV) = -8.41
- frontier orbital gap (Ha) = 0.341
- SMILES = NCCNCCS
- 2S+1 = 1

Löwdin atomic charge list, values in e, 4 entries:
1. C -0.242
2. N -0.108
3. C -0.272
4. C -0.477

Which one sits at the bottom of the stability order? four does.

--- one ---
A gas-phase ion, C4H11N4 (charge +1). Source: the OMol25 dataset; level of theory: wB97M-V/def2-TZVPD.

Cartesian coordinates (Å):
C 1.47 -1.00 0.02
C -1.07 0.49 0.65
C 1.27 0.40 -0.48
C -0.51 0.57 -0.75
N 1.38 -1.97 0.64
N 1.73 1.41 0.44
N -0.92 -0.61 -1.48
N -1.31 -0.96 1.06
H -0.23 0.97 1.37
H -2.03 1.15 0.62
H 1.80 0.32 -1.52
H -0.47 1.62 -1.05
H 2.34 2.07 -0.05
H 2.21 1.12 1.27
H -1.20 -0.31 -2.38
H -0.41 -1.47 -1.48
H -2.09 -0.91 1.66
H -0.54 -1.51 1.39
H -1.41 -1.39 0.08

Properties
- HOMO level (eV) = -13.54
- frontier orbital gap (Ha) = 0.390
- total charge = +1
- SMILES = N#C[C@H](N)[C@@H](N)C[NH3+]
- 2S+1 = 1

Löwdin atomic charge list, values in e, 4 entries:
1. C -0.184
2. C -0.129
3. C -0.283
4. C -0.249

--- two ---
2 unconnected molecules or ions with the total composition C4H11N4. Source: the OMol25 dataset; level of theory: wB97M-V/def2-TZVPD.

Cartesian coordinates (Å):
C -1.25 -0.43 -0.91
C 0.97 0.05 1.24
C -0.35 0.25 -1.75
C 2.20 0.19 1.91
N -0.22 0.19 1.70
N -1.34 0.24 1.35
N -1.29 -1.75 -0.63
N -0.30 1.59 -2.02
H -2.22 0.10 -0.82
H 1.16 -0.15 0.22
H 0.54 -0.22 -2.00
H 2.14 -0.18 2.94
H 2.31 1.33 1.89
H 3.03 -0.21 1.28
H -0.68 -2.43 -1.02
H -2.23 -2.06 -0.52
H -1.02 2.21 -1.90
H 0.57 1.74 -2.57
H -2.01 -0.44 1.61

Properties
- HOMO level (spin up / spin down) (eV) = -12.11 / -11.37
- frontier orbital gap (spin up / spin down) (Ha) = 0.293 / 0.219
- total charge = +1
- 2S+1 = 1

Löwdin atomic charge list, values in e, 4 entries:
1. C -0.217
2. C -0.182
3. C -0.120
4. C -0.060

--- three ---
A molecular structure, C4H11N4. Source: the OMol25 dataset; level of theory: wB97M-V/def2-TZVPD.

Cartesian coordinates (Å):
C 2.84 -0.34 0.12
C 1.15 1.07 -0.34
C -0.51 -0.27 1.01
C -1.85 0.32 0.54
N 2.48 0.81 -0.02
N 1.23 -1.35 -0.18
N 0.37 -0.26 -0.19
N -2.03 -0.16 -0.83
H 3.73 -0.87 0.35
H 0.73 1.82 0.34
H 1.08 1.44 -1.37
H -0.07 0.26 1.85
H -0.63 -1.32 1.29
H -1.79 1.41 0.52
H -2.65 0.04 1.22
H 1.43 -1.69 -1.12
H -2.60 0.46 -1.40
H -2.47 -1.08 -0.85
H -0.46 -0.29 -0.93

Properties
- HOMO level (eV) = -14.30
- frontier orbital gap (Ha) = 0.422
- total charge = +1
- 2S+1 = 1

Löwdin atomic charge list, values in e, 4 entries:
1. C 0.102
2. C -0.110
3. C -0.115
4. C -0.194

Which one sits at the bottom of the stability order? two does.

--- one ---
A molecular structure, C31H46BN3O4V. Source: the OMol25 dataset; level of theory: wB97M-V/def2-TZVPD.

Cartesian coordinates (Å):
V -0.12 -0.92 -0.47
C -2.71 2.22 -0.47
N -1.39 2.79 -0.35
C -0.68 2.93 -1.59
C 0.83 2.65 -1.52
C 1.24 1.66 -0.44
N 1.45 0.24 -0.87
C 2.47 0.03 -1.60
C 3.09 -1.25 -1.85
C 4.03 -1.33 -2.89
C 4.80 -2.45 -3.09
C 4.66 -3.52 -2.17
C 3.79 -3.47 -1.12
C 2.90 -2.34 -0.91
O 2.07 -2.31 0.03
C -1.35 3.92 0.55
C -0.06 4.12 1.35
C 0.05 3.20 2.57
N -0.41 1.89 2.27
C -0.54 1.07 3.31
C -1.02 -0.27 3.31
C -1.18 -0.94 4.57
C -1.76 -2.18 4.70
C -2.23 -2.87 3.58
C -2.04 -2.26 2.32
C -1.43 -1.04 2.17
O -1.28 -0.57 0.87
H -3.44 2.92 -0.94
H -3.07 1.95 0.52
H -2.68 1.31 -1.06
H -0.84 3.94 -2.04
H -1.11 2.22 -2.30
H 1.37 3.59 -1.35
H 1.14 2.29 -2.50
H 0.51 1.65 0.38
H 2.18 1.99 0.00
H 2.97 0.91 -2.04
H 4.14 -0.47 -3.54
H 5.51 -2.50 -3.91
H 5.28 -4.40 -2.28
H 3.71 -4.28 -0.42
H -2.15 3.78 1.28
H -1.59 4.85 -0.01
H -0.04 5.16 1.69
H 0.81 4.00 0.70
H -0.53 3.67 3.40
H 1.10 3.22 2.91
H -0.30 1.45 4.32
H -0.85 -0.40 5.45
H -1.86 -2.62 5.69
H -2.69 -3.85 3.65
H -2.35 -2.77 1.42
C -0.63 1.05 -5.59
C -0.87 -0.17 -4.72
C -0.25 -1.39 -5.37
O -0.21 0.04 -3.47
B -1.00 -0.47 -2.38
O -2.26 -0.78 -2.93
C -2.36 -0.37 -4.30
C -3.20 0.90 -4.34
C -3.08 -1.46 -5.07
H 0.44 1.12 -5.82
H -0.92 1.97 -5.09
H -1.17 0.98 -6.54
H 0.82 -1.20 -5.51
H -0.69 -1.62 -6.34
H -0.34 -2.27 -4.73
H -2.72 1.72 -3.82
H -4.15 0.69 -3.84
H -3.41 1.21 -5.37
H -2.58 -2.42 -4.97
H -3.15 -1.21 -6.14
H -4.10 -1.56 -4.68
C -1.09 -4.14 -2.93
C -0.01 -3.81 -1.91
C 0.61 -5.10 -1.39
C -0.59 -2.95 -0.77
H -0.68 -4.62 -3.84
H -1.65 -3.25 -3.23
H -1.81 -4.83 -2.48
H 0.79 -3.26 -2.43
H -0.16 -5.69 -0.87
H 1.40 -4.89 -0.67
H 1.03 -5.72 -2.20
H -1.69 -3.05 -0.78
H -0.24 -3.33 0.20

Properties
- HOMO level (spin up / spin down) (eV) = 1.60 / -1.48
- frontier orbital gap (spin up / spin down) (Ha) = 0.101 / 0.214
- total charge = -2
- expectation value of S² = 3.80
- 2S+1 = 4

Löwdin atomic charge list, values in e, 4 entries:
1. V 0.868
2. C -0.088
3. N -0.223
4. C -0.202

--- two ---
A molecular structure, C31H46BN3O4V. Source: the OMol25 dataset; level of theory: wB97M-V/def2-TZVPD.

Cartesian coordinates (Å):
V -0.07 0.17 -1.41
C -2.49 0.38 -3.60
N -1.93 1.39 -2.70
C -1.35 2.50 -3.50
C -0.02 3.05 -2.99
C 1.12 2.12 -3.42
N 0.73 0.75 -3.18
C 1.34 -0.18 -3.97
C 1.12 -1.58 -3.97
C 1.90 -2.42 -4.81
C 1.75 -3.79 -4.86
C 0.79 -4.40 -4.06
C -0.01 -3.61 -3.22
C 0.11 -2.23 -3.15
O -0.73 -1.52 -2.41
C -2.97 1.85 -1.78
C -2.48 2.82 -0.73
C -1.59 2.20 0.35
N -0.40 1.53 -0.12
C 0.47 1.19 1.05
C 1.94 1.17 0.64
C 2.85 2.06 1.19
C 4.22 2.01 0.90
C 4.68 1.03 0.03
C 3.79 0.13 -0.55
C 2.41 0.20 -0.28
O 1.57 -0.64 -0.88
H -3.31 0.81 -4.21
H -2.86 -0.47 -3.03
H -1.70 0.00 -4.25
H -2.10 3.30 -3.58
H -1.19 2.12 -4.51
H -0.03 3.08 -1.90
H 0.15 4.07 -3.36
H 2.04 2.41 -2.89
H 1.30 2.26 -4.49
H 2.10 0.18 -4.66
H 2.66 -1.94 -5.43
H 2.38 -4.39 -5.52
H 0.67 -5.48 -4.07
H -0.76 -4.07 -2.58
H -3.38 0.97 -1.28
H -3.79 2.31 -2.36
H -3.36 3.24 -0.23
H -1.97 3.66 -1.21
H -2.21 1.53 0.95
H -1.31 3.01 1.04
H 0.38 2.00 1.78
H 2.48 2.81 1.88
H 4.90 2.72 1.35
H 5.74 0.96 -0.20
H 4.13 -0.64 -1.23
C -0.27 1.13 5.24
C -0.22 -0.07 4.30
C -0.99 -1.21 4.98
O -0.85 0.28 3.09
B -0.05 -0.19 1.90
O 1.08 -0.92 2.54
C 1.23 -0.51 3.87
C 2.23 0.65 3.94
C 1.79 -1.68 4.68
H -1.31 1.32 5.53
H 0.12 2.02 4.75
H 0.32 0.95 6.15
H -2.04 -0.90 5.07
H -0.60 -1.44 5.98
H -0.96 -2.12 4.38
H 1.84 1.53 3.42
H 3.14 0.34 3.42
H 2.48 0.93 4.97
H 1.18 -2.57 4.56
H 1.87 -1.43 5.74
H 2.80 -1.90 4.30
C -2.45 -3.14 0.51
C -2.13 -1.93 1.40
C -3.33 -0.99 1.47
C -0.87 -1.22 0.90
H -3.43 -3.58 0.76
H -1.69 -3.92 0.63
H -2.45 -2.84 -0.54
H -1.93 -2.28 2.41
H -3.57 -0.61 0.48
H -3.11 -0.14 2.13
H -4.22 -1.51 1.86
H -0.14 -1.98 0.61
H -1.18 -0.72 -0.04

Properties
- HOMO level (spin up / spin down) (eV) = 0.97 / -1.39
- frontier orbital gap (spin up / spin down) (Ha) = 0.137 / 0.224
- total charge = -2
- expectation value of S² = 3.80
- 2S+1 = 4

Löwdin atomic charge list, values in e, 4 entries:
1. V 0.954
2. C -0.102
3. N -0.230
4. C -0.194

Which one sits at the bottom of the stability order? one does.

--- one ---
3 unconnected molecules or ions with the total composition C5H13NO2. Source: the OMol25 dataset; level of theory: wB97M-V/def2-TZVPD.

Cartesian coordinates (Å):
C 0.13 0.28 0.14
C -0.34 -0.70 0.83
N -1.75 -0.94 1.03
C 1.47 0.83 -0.10
C 1.48 0.99 -1.63
C 1.68 2.16 -2.29
H -0.45 0.86 -0.50
H 0.14 -1.56 1.34
H -1.95 -1.95 1.07
H -2.35 -0.39 0.37
H 2.35 0.11 0.03
H 1.81 1.88 0.15
H 1.31 0.08 -2.14
H 1.93 2.13 -3.27
H 1.85 3.13 -1.82
H -7.21 0.17 -1.79
H -6.40 0.21 -3.21
O -6.85 -0.28 -2.50
H 4.13 -3.03 4.57
H 4.32 -1.59 4.68
O 4.68 -2.41 5.03

Properties
- HOMO level (spin up / spin down) (eV) = 1.15 / -5.41
- frontier orbital gap (spin up / spin down) (Ha) = 0.057 / 0.296
- total charge = -1
- expectation value of S² = 0.75
- 2S+1 = 2

Löwdin atomic charge list, values in e, 4 entries:
1. C -0.216
2. C -0.343
3. N -0.020
4. C -0.251

--- two ---
2 unconnected molecules or ions with the total composition C5H13NO2. Source: the OMol25 dataset; level of theory: wB97M-V/def2-TZVPD.

Cartesian coordinates (Å):
C 1.88 -1.33 2.21
C 1.90 -0.43 0.99
C 1.99 -1.22 -0.29
N 0.72 0.48 0.99
H 2.09 -0.79 3.13
H 0.89 -1.77 2.34
H 2.60 -2.15 2.09
H 2.80 0.21 1.03
H 1.20 -1.96 -0.40
H 2.96 -1.73 -0.34
H 1.95 -0.54 -1.15
H 0.40 0.60 1.95
H 1.07 1.43 0.73
H -0.25 0.05 0.09
O -2.54 0.26 -2.11
C -1.86 0.51 -1.14
O -1.03 -0.35 -0.62
C -1.98 1.87 -0.46
H -1.20 2.08 0.28
H -1.98 2.67 -1.20
H -2.94 1.90 0.06

Properties
- HOMO level (spin up / spin down) (eV) = 0.64 / -6.12
- frontier orbital gap (spin up / spin down) (Ha) = 0.124 / 0.363
- total charge = -1
- expectation value of S² = 0.75
- 2S+1 = 2

Löwdin atomic charge list, values in e, 4 entries:
1. C -0.159
2. C -0.625
3. C -0.124
4. N 0.003

Which one sits at the bottom of the stability order? one does.